[1]
ORCA calculation (wB97M-V/def2-TZVPD) on C15H14N4O2S in the gas phase.

Geometry as XYZ:
```
36
Properties=species:S:1:pos:R:3:forces:R:3:mulliken_charge:R:1
C 3.00808 3.74158 -0.19726 0.021 0.037 -0.022 -1.176
C 2.39431 2.68158 0.65330 -0.130 -0.209 -0.068 0.763
N 1.75913 1.70981 0.04580 0.349 0.580 -0.545 -0.527
C 1.21264 0.76278 0.78442 -0.174 -0.281 0.898 -0.152
N 0.54377 -0.29179 0.36802 0.220 0.141 -0.159 -0.188
C 0.16877 -0.97535 1.47648 0.253 0.330 0.531 -0.185
C 0.61342 -0.33906 2.61248 -0.481 -0.762 0.093 -0.461
N 1.28183 0.77044 2.19118 0.151 0.310 -0.938 0.260
C 1.93823 1.76394 2.83959 0.336 0.530 0.057 1.332
C 2.50564 2.73781 2.06400 -0.171 -0.289 0.202 -1.028
H 3.04059 3.55090 2.52667 0.036 0.054 0.108 0.396
C 1.99600 1.72150 4.32877 -0.046 -0.055 -0.139 -1.628
H 2.55132 2.57277 4.71053 0.011 0.020 0.003 0.372
H 2.48210 0.80383 4.66017 0.016 -0.054 0.054 0.358
H 0.98942 1.73832 4.74667 -0.052 -0.011 0.056 0.353
H 0.49607 -0.60081 3.64287 0.003 0.002 0.227 0.499
C -0.63939 -2.22143 1.38716 -0.193 -0.238 -0.470 -0.787
H -0.16170 -3.04472 1.91739 -0.052 -0.021 -0.012 0.510
H -1.64618 -2.06418 1.77707 0.112 -0.060 0.051 0.319
S -0.80564 -2.73657 -0.35182 -0.026 -0.334 0.373 -0.190
C -1.79011 -1.36496 -0.89350 0.102 -0.017 -0.212 0.772
N -2.78660 -1.01801 -0.09959 -0.060 -0.213 0.231 -0.504
C -3.60441 -0.05780 -0.48963 -0.191 0.241 -0.135 -0.490
C -3.49492 0.57892 -1.71584 0.123 -0.031 -0.029 -0.504
C -2.43252 0.23329 -2.53593 0.024 -0.140 0.101 -0.564
C -1.53099 -0.73640 -2.11459 -0.208 -0.025 0.177 0.393
C -0.31610 -1.02355 -2.95183 0.004 0.080 0.152 0.208
O -0.39460 -1.21891 -4.13596 0.000 0.018 -0.070 -0.597
O 0.84019 -0.99089 -2.30806 0.312 0.032 -0.249 -0.524
H 0.75261 -0.76682 -1.34444 -0.249 -0.023 -0.078 0.749
H -2.27552 0.71490 -3.48967 0.006 0.025 -0.089 0.455
H -4.20841 1.33101 -2.01237 -0.057 0.078 -0.009 0.407
H -4.38801 0.19445 0.21323 -0.102 0.102 -0.032 0.386
H 2.81634 3.52057 -1.24231 0.010 0.021 -0.041 0.347
H 4.08260 3.78392 -0.02720 0.093 0.059 -0.010 0.313
H 2.58908 4.71514 0.05206 0.011 0.105 -0.006 0.309
```
Positions in Å, forces in eV/Å.

Computed properties:
- charge = 0
- highest occupied orbital energy (eV) = -8.46
- lowest unoccupied orbital energy (eV) = 0.287
- relative energy (zero: lowest compared OMol25 entry of this formula, charge and spin) (eV) = 0.434
- E (eV) = -36673.9336
- SMILES = Cc1cc(C)n2cc(CSc3ncccc3C(=O)O)nc2n1
- gap between HOMO and LUMO (eV) = 8.75

=====

[2]
ORCA calculation (wB97M-V/def2-TZVPD) on a molecular structure, C15H15AuN2OS3Te.

Geometry as XYZ:
```
38
Properties=species:S:1:pos:R:3:forces:R:3:mulliken_charge:R:1
Au 1.61896 0.19499 1.38299 -0.131 0.007 0.306 0.224
S -0.98916 -1.10143 2.01155 -0.001 -0.077 0.086 -0.446
C -1.79510 0.41122 2.33470 -0.020 0.040 -0.032 0.136
C -2.97521 0.41593 3.10475 0.014 -0.005 -0.020 -0.541
C -3.68642 1.56692 3.39868 -0.006 -0.015 0.005 -0.445
C -3.23190 2.79207 2.92370 -0.017 0.028 0.004 -0.441
C -2.07035 2.82427 2.16768 0.017 -0.031 -0.017 -0.709
C -1.33832 1.67241 1.85525 -0.050 -0.032 0.069 0.195
S 0.08058 1.90006 0.82789 0.013 0.248 -0.193 -0.499
H -3.32381 -0.54277 3.47175 -0.001 -0.001 0.000 0.320
H -4.59042 1.50628 3.99779 0.001 -0.001 -0.001 0.308
H -3.76790 3.71026 3.14207 0.001 0.001 -0.002 0.311
H -1.69442 3.77169 1.79651 0.002 0.001 0.001 0.307
N 1.63466 -0.30862 -1.76742 0.095 -0.161 -0.359 -0.432
C 0.54734 -0.50832 -2.10331 -0.167 0.177 0.309 0.505
N -0.71054 -0.72261 -2.50494 0.066 0.014 -0.130 -0.106
C -1.69816 -1.23603 -1.53955 -0.025 -0.007 0.040 -0.732
C -2.50940 -0.10473 -0.93577 0.010 -0.052 -0.032 0.118
O -3.09441 0.70346 -1.97042 0.008 0.015 0.004 -0.500
C -2.05741 1.32050 -2.70771 -0.013 -0.017 0.007 -0.344
C -1.26143 0.25648 -3.44514 0.001 -0.029 -0.017 -0.781
H -1.18494 -1.76391 -0.73701 0.008 0.014 0.002 0.445
H -2.35392 -1.92228 -2.08668 0.014 -0.019 0.004 0.207
H -1.86166 0.50877 -0.30818 0.001 0.010 0.006 -0.158
H -3.32117 -0.49811 -0.32716 -0.001 0.003 0.005 0.365
H -1.39666 1.87993 -2.03228 -0.002 0.007 -0.007 0.228
H -2.52550 2.00807 -3.41699 0.007 0.004 -0.002 0.374
H -0.44360 0.68961 -4.02158 0.002 0.010 0.012 0.452
H -1.93392 -0.27591 -4.12701 0.017 -0.003 -0.012 0.267
Te 3.53548 -1.15641 2.48489 0.111 -0.176 -0.001 -0.129
C 4.87406 -1.67007 0.94201 0.016 0.083 -0.077 -0.098
C 5.81007 -2.67329 0.93433 0.029 -0.008 -0.008 -0.419
C 6.58889 -2.71975 -0.25570 -0.006 -0.008 0.044 -0.357
C 6.23619 -1.74964 -1.14638 -0.020 0.018 -0.002 -0.540
S 4.94913 -0.79139 -0.53179 0.042 -0.046 0.010 -0.097
H 5.92591 -3.36222 1.76041 -0.004 -0.001 0.005 0.349
H 7.36717 -3.44963 -0.44318 0.001 -0.003 0.002 0.315
H 6.64728 -1.57579 -2.12878 -0.011 0.012 -0.010 0.349
```
Positions in Å, forces in eV/Å.

Computed properties:
- charge = -2
- highest occupied orbital energy (eV) = -0.33
- lowest unoccupied orbital energy (eV) = 4.681
- relative energy (zero: lowest compared OMol25 entry of this formula, charge and spin) (eV) = 0.844
- E (eV) = -64318.3101
- gap between HOMO and LUMO (eV) = 5.01

=====

[3]
ORCA calculation (wB97M-V/def2-TZVPD) on C15H15BrN2S in the gas phase.

Geometry as XYZ:
```
34
Properties=species:S:1:pos:R:3:forces:R:3:mulliken_charge:R:1
C -3.04920 0.02235 -0.04561 -0.016 -0.113 0.191 -0.903
H -2.57195 0.96811 -0.29060 0.062 0.114 -0.035 0.127
H -4.05875 0.22749 0.30158 -0.122 0.051 -0.039 0.379
H -3.10984 -0.56932 -0.95625 -0.026 -0.022 -0.103 0.303
C -2.25921 -0.71285 1.04028 -0.080 0.063 -0.076 -1.240
C -0.87494 -1.04569 0.56661 0.273 0.260 0.167 0.253
C 0.18011 -0.18377 0.75138 -0.255 0.297 0.250 0.175
C 1.47669 -0.51707 0.29125 0.057 -0.591 -0.319 1.075
C 2.61961 0.27043 0.51265 0.437 0.106 -0.055 -0.650
C 3.82427 -0.13313 0.00606 -0.043 0.343 0.196 -0.214
C 3.95909 -1.31663 -0.73405 0.004 -0.156 -0.084 -0.511
C 2.86457 -2.10798 -0.93883 0.139 0.113 0.033 -0.391
C 1.60443 -1.73811 -0.42563 0.209 0.736 0.357 -0.453
N 0.56116 -2.56141 -0.61773 -0.218 -0.510 -0.228 -0.621
C -0.61376 -2.25745 -0.13904 0.148 -0.052 -0.062 0.858
C -1.69028 -3.26985 -0.37097 -0.041 -0.035 0.011 -1.325
H -2.54462 -2.83094 -0.88062 -0.153 -0.003 -0.010 0.289
H -1.28482 -4.07437 -0.97734 -0.016 -0.005 -0.008 0.355
H -2.03197 -3.68170 0.57769 -0.116 -0.053 0.049 0.341
H 2.93469 -3.03327 -1.48762 0.006 -0.108 -0.066 0.474
H 4.92701 -1.59392 -1.12229 0.053 -0.033 -0.030 0.412
Br 5.37253 0.93591 0.31326 -0.204 -0.148 -0.042 -0.205
H 2.54458 1.17194 1.10169 0.007 0.043 0.002 0.596
S -0.06059 1.38922 1.57780 -0.022 0.023 -0.305 -0.194
C 0.08704 2.49725 0.11477 0.080 -0.387 0.366 -0.762
C -0.82329 3.70578 0.31695 -0.019 -0.394 0.484 -0.306
C -0.79991 4.54646 -0.85369 -0.034 0.170 -0.026 0.084
N -0.77462 5.19278 -1.79539 0.023 0.356 -0.537 -0.390
H -1.85257 3.38029 0.49649 0.114 0.040 0.044 0.289
H -0.49221 4.28710 1.18202 -0.104 -0.032 -0.035 0.338
H 1.12584 2.81024 0.00533 -0.078 0.004 -0.108 0.515
H -0.20964 1.92275 -0.76289 0.019 0.087 0.022 0.422
H -2.19282 -0.07590 1.92378 -0.088 -0.154 -0.047 0.471
H -2.78664 -1.62471 1.31896 0.005 -0.009 0.045 0.409
```
Positions in Å, forces in eV/Å.

Computed properties:
- charge = 0
- highest occupied orbital energy (eV) = -8.86
- lowest unoccupied orbital energy (eV) = -0.200
- E (eV) = -99656.7394
- SMILES = CCc1c(C)nc2ccc(Br)cc2c1SCCC#N
- gap between HOMO and LUMO (eV) = 8.66

=====

[4]
ORCA calculation (wB97M-V/def2-TZVPD) on a molecular structure, C15H15Cl3IIrNO3P.

Geometry as XYZ:
```
40
Properties=species:S:1:pos:R:3:forces:R:3:mulliken_spin:R:1
Ir -0.21797 -0.08539 -0.04246 2.016 -0.201 -1.675 0.400
I -1.39898 0.19774 -2.32166 -0.001 0.187 0.009 0.029
C -2.30213 -1.66312 -2.15436 -0.341 -0.403 -0.184 0.140
C -3.15771 -2.18067 -3.12976 0.329 0.476 -0.034 -0.012
C -3.73802 -3.42368 -2.93241 -0.043 -0.101 0.120 0.040
C -3.48302 -4.13177 -1.76552 0.073 0.041 0.081 0.123
C -2.63181 -3.60378 -0.77342 -0.081 0.103 -0.241 0.005
C -2.38620 -4.29845 0.41492 0.118 -0.186 0.395 0.186
C -1.54653 -3.77104 1.41702 -0.246 -0.368 -0.268 0.082
C -0.93893 -2.56312 1.22466 0.117 0.937 -0.567 -0.034
C -1.14389 -1.77883 0.03186 -0.361 -1.042 0.934 0.213
C -2.01846 -2.33365 -0.97566 0.352 0.381 0.324 0.032
H -3.37342 -1.62190 -4.03238 0.011 -0.031 -0.016 -0.004
H -4.39707 -3.83388 -3.68564 -0.002 0.016 -0.008 0.003
H -3.94560 -5.09889 -1.60771 0.014 0.014 0.008 0.002
H -2.85376 -5.26468 0.57121 -0.008 0.032 -0.012 0.000
H -1.39428 -4.32878 2.33125 0.026 0.013 0.003 0.006
H -0.29827 -2.16089 2.00301 -0.029 0.004 0.048 0.000
C 4.21809 -1.19329 -2.09829 0.084 -0.084 -0.076 -0.001
O 3.60423 -0.26359 -1.12153 -0.840 -0.281 -0.176 -0.046
P 2.18320 -0.15823 -0.52670 -1.113 0.737 1.876 -0.202
O 1.80383 1.37885 -0.42985 0.159 -0.331 -0.188 -0.004
C 2.46604 2.60178 -0.94090 0.121 -0.017 0.022 0.000
O 2.18222 -0.60609 1.00790 0.143 0.091 -0.755 -0.012
C 3.09405 -1.46820 1.77357 0.199 -0.035 -0.092 0.003
H 5.27457 -0.95277 -2.06468 -0.002 -0.015 -0.022 -0.001
H 3.79692 -0.98568 -3.07606 0.026 -0.003 -0.008 0.001
H 4.03731 -2.21492 -1.77972 0.019 0.000 -0.002 0.000
H 2.47966 3.30531 -0.11574 -0.016 -0.008 -0.007 -0.001
H 1.87445 2.96863 -1.77251 0.009 0.013 0.007 0.000
H 3.47407 2.34537 -1.25128 0.003 0.016 -0.007 0.001
H 3.05396 -1.10830 2.79591 -0.038 -0.010 -0.010 -0.001
H 4.10123 -1.36466 1.37886 0.003 0.007 -0.010 0.001
H 2.74633 -2.49446 1.69567 0.006 0.014 0.030 -0.001
Cl -2.11770 4.21414 2.74612 0.057 -0.124 0.020 0.000
C -1.35923 2.79701 3.46605 -0.060 0.257 0.328 0.000
Cl 0.13931 3.20993 4.30422 -0.108 -0.062 -0.098 -0.002
Cl -2.47131 1.91230 4.51096 0.098 0.053 -0.116 -0.001
C -0.99939 1.89020 2.36636 -0.024 0.024 -0.016 -0.034
N -0.72843 1.18598 1.50458 -0.669 -0.114 0.384 0.086
```
Positions in Å, forces in eV/Å.

Computed properties:
- spin multiplicity = 2
- charge = +3
- highest occupied orbital energy (alpha / beta) (eV) = -17.71 / -18.70
- lowest unoccupied orbital energy (alpha / beta) (eV) = -12.397 / -12.399
- relative energy (zero: lowest compared OMol25 entry of this formula, charge and spin) (eV) = 2.432
- E (eV) = -81195.5316
- gap between HOMO and LUMO (alpha / beta) (eV) = 5.32 / 6.30